A molecular structure, C13H44HfN3O8 in a non-equilibrium geometry, computed with ωB97M-V/def2-TZVPD.

The strongest force on any atom comes out at 0.1594 Eh/bohr. For the calculated total energy, the calculation gives -1334.54889 Eh. Its HOMO-LUMO gap is 1.8 eV. For the relative energy (zero: lowest compared OMol25 entry of this formula, charge and spin), the calculation gives 259.4 kJ/mol. As for the HOMO energy: -16.17 eV. As for the net charge: +3.

Each line ends with the Mulliken charge.
CARTESIAN COORDINATES (ANGSTROEM)
1 Hf -2.78528 -3.30343 2.04973  1.4236
2 C -0.00011 -1.02435 1.99561  0.1738
3 O -1.32055 -1.44995 1.77734  0.0233
4 H 0.14357 -0.49114 2.93888  0.4424
5 H 0.67524 -1.88400 1.96529  -0.1993
6 H 0.26352 -0.34719 1.17884  -0.2492
7 O -2.89624 -1.73453 3.91803  -0.5958
8 H -3.19424 -1.46804 4.80248  0.3610
9 H -2.15570 -1.14084 3.70460  0.3300
10 O -4.01071 -1.24519 1.51453  -0.5203
11 H -3.72765 -0.29553 1.43378  0.4554
12 H -4.95822 -1.20362 1.71835  0.3935
13 O -0.85181 -4.14762 0.87431  -0.5563
14 H -0.68986 -4.14131 -0.08762  0.3329
15 H -0.44180 -4.97423 1.18891  0.3701
16 O -3.07938 1.27850 1.10797  -0.7050
17 H -2.69203 1.94586 1.69697  0.3645
18 H -2.32061 0.87918 0.66273  0.1897
19 C 0.40141 2.75566 0.72645  -0.2537
20 C -0.71727 3.73102 0.42359  0.8541
21 C -1.37690 4.69601 1.41241  -0.9000
22 O -1.80880 3.88355 2.49117  -0.3029
23 C -2.21221 4.68268 3.60116  -0.8515
24 N -0.31943 4.43950 -0.78969  -0.4407
25 H 0.16482 2.14287 1.59892  0.2250
26 H 1.33289 3.28010 0.94123  0.4653
27 H 0.47445 2.07543 -0.12240  -0.3766
28 H -1.47699 2.96742 0.15168  -0.1952
29 H -2.15002 5.34831 1.00267  0.4666
30 H -0.58646 5.31411 1.85594  0.4407
31 H -2.66911 4.02874 4.34039  0.2508
32 H -2.86925 5.53174 3.40578  0.3637
33 H -1.31646 5.11262 4.05962  0.3368
34 H -0.30564 3.91362 -1.65973  0.2156
35 H -0.99466 5.18586 -0.94339  0.3625
36 C 3.15247 -3.02643 2.20096  -1.5153
37 C 3.57302 -3.32727 0.76652  0.6519
38 C 2.43052 -2.95488 -0.19914  0.2618
39 O 2.54397 -3.19565 -1.59213  -0.3421
40 C 2.36133 -4.56017 -1.89331  -0.7164
41 N 4.72080 -2.50434 0.40988  -0.7110
42 H 2.28093 -3.57969 2.56185  0.2894
43 H 3.01394 -1.96063 2.37939  0.3200
44 H 3.97698 -3.39256 2.81564  0.4186
45 H 3.80504 -4.39819 0.72260  0.4237
46 H 2.29485 -1.86855 -0.18290  0.2953
47 H 1.46448 -3.30475 0.18856  -0.5858
48 H 1.31078 -4.87005 -1.93178  0.2293
49 H 3.14287 -5.17971 -1.45150  0.3247
50 H 2.58303 -4.71722 -2.95555  0.3007
51 H 4.75828 -2.52375 -0.60970  0.2796
52 H 5.53338 -3.07374 0.64303  0.3231
53 C 1.49931 0.56938 -3.89934  -1.5538
54 C 0.56617 0.42354 -2.70002  0.7233
55 C -0.84929 0.73358 -3.21955  -0.6311
56 O -0.96977 2.09051 -3.55659  -0.2042
57 C -2.04450 2.34464 -4.42060  -0.8103
58 N 0.62432 -0.96470 -2.19344  -0.5425
59 H 2.51894 0.29477 -3.62625  0.4552
60 H 1.52526 1.63174 -4.15431  0.4476
61 H 1.15117 0.03982 -4.78552  0.3754
62 H 0.84494 1.21021 -1.98924  -0.2515
63 H -1.56235 0.41364 -2.45035  0.2945
64 H -0.93377 0.17315 -4.15522  0.4573
65 H -3.02026 1.91918 -4.15327  0.3629
66 H -1.88541 1.79025 -5.35667  0.3443
67 H -2.14918 3.40978 -4.60115  0.2783
68 H 0.62263 -0.72296 -1.20156  0.0191
69 H 1.58653 -1.26078 -2.34587  0.2930

Cartesian forces, eV/Å:
4.021 7.112 -0.693
0.653 -0.675 -0.350
-3.600 -3.081 0.615
-0.217 -0.068 0.101
0.187 0.208 0.050
0.069 -0.007 0.024
0.356 -0.672 -0.300
-0.301 -0.575 0.092
-0.091 -0.041 -0.333
-0.376 -2.056 0.121
0.702 0.463 0.103
-0.068 -0.025 -0.178
-1.553 -0.508 0.946
-0.050 0.320 -0.082
0.187 0.022 -0.044
0.117 -0.749 -0.044
-0.144 0.325 0.258
0.059 0.176 -0.080
0.333 -0.045 1.451
-0.146 0.139 -2.096
2.036 -0.860 1.292
-1.211 0.004 -0.484
0.651 0.025 0.961
-2.017 0.117 0.484
-0.071 0.103 0.094
0.120 -0.150 -0.231
0.358 0.213 -0.054
-0.767 0.365 -0.276
-0.155 -0.303 -0.248
0.020 0.453 -0.427
-0.101 -0.016 -0.128
-0.231 -0.297 -0.590
0.052 -0.017 0.033
0.548 -0.422 0.090
0.471 0.480 -0.147
0.516 -0.375 0.267
-1.099 0.373 -0.535
-0.444 1.054 -0.067
0.153 -0.575 0.909
0.839 -0.152 -2.199
0.295 -1.227 -0.564
-0.149 -0.083 -0.297
0.105 0.032 -0.066
-0.052 0.353 0.277
-0.126 -0.066 -0.224
0.416 0.130 0.434
-0.053 -0.594 -0.039
-0.067 -0.197 1.155
-0.706 -0.323 0.758
0.210 0.531 -0.065
0.062 0.457 -0.039
0.330 0.598 0.362
0.200 0.856 0.307
0.007 0.174 -2.018
0.893 -0.265 -0.196
-0.270 0.178 1.082
-0.515 -0.426 -1.194
0.158 1.851 1.064
-0.008 -0.179 -0.182
0.050 -0.037 -0.172
0.110 -0.270 0.125
-0.007 -0.303 0.337
-0.412 0.103 -0.174
-0.635 -0.438 0.239
0.115 0.126 0.911
0.358 0.412 -0.266
0.226 -0.039 0.022
-0.184 -1.097 0.287
-0.157 -0.536 -0.171



A molecular structure, C13H45B3F3N3O8SV2 in a non-equilibrium geometry, computed with ωB97M-V/def2-TZVPD.

The expectation value of S² is 3.805. The strongest force on any atom comes out at 0.0904 Eh/bohr. For the calculated total energy, the calculation gives -3948.59045 Eh. Its HOMO-LUMO gap (spin up / spin down) is 6.0 / 8.3 eV. As for the HOMO energy (spin up / spin down): -3.75 / -6.09 eV. As for the net charge: -1. The spin multiplicity is 4.

Each line ends with the Mulliken charge.
CARTESIAN COORDINATES (ANGSTROEM)
1 O -3.22235 -1.82643 -2.69043  -0.3579
2 V -2.50146 -0.74674 -1.76141  0.4823
3 O 2.27522 -0.17439 -4.69819  -0.8012
4 V 1.76523 -0.01916 -3.18941  0.4649
5 B -3.66526 1.08386 -1.83359  0.4249
6 H -4.14199 2.04826 -1.91659  -0.2007
7 H -3.44511 0.63116 -2.78796  0.1005
8 H -2.72887 1.18887 -1.30787  -0.4672
9 H -4.27809 0.34545 -1.34019  -0.1669
10 B 2.03967 -2.35746 -2.83385  1.1518
11 H 1.53221 -2.28745 -3.78349  -0.1770
12 H 3.02349 -1.91455 -2.84695  -0.4860
13 H 1.47541 -1.76613 -2.12945  -0.6102
14 H 2.01007 -3.37629 -2.47978  -0.2499
15 B -0.82007 -0.01085 -3.25471  0.7201
16 H -0.44246 -0.81290 -2.63961  -0.0259
17 H -0.15497 0.20754 -4.07580  -0.0817
18 H -1.73679 -0.42340 -3.64671  0.0004
19 H -0.93387 0.83779 -2.59813  -0.1740
20 C 0.77616 -1.19277 1.48193  0.5331
21 F 0.03214 -2.27564 1.32552  -0.1126
22 F 0.57747 -0.65438 2.68210  -0.2147
23 F 2.10048 -1.32856 1.31663  -0.2218
24 S 0.30720 0.25990 0.25041  0.8413
25 O 0.17515 1.44781 1.07187  -0.5805
26 O 1.33336 0.36578 -0.81637  -0.9914
27 O -0.99561 -0.14644 -0.30038  -0.4463
28 C -1.32210 -4.88489 -0.06153  -1.7218
29 C -2.07488 -3.65440 -0.57750  0.3978
30 C -3.07035 -3.02418 0.40026  -0.9790
31 O -3.58042 -1.80630 -0.00126  -0.2948
32 C -4.08252 -1.00934 1.04525  -1.0462
33 N -1.19971 -2.75270 -1.26949  -0.1070
34 H -1.58791 -5.76711 -0.64389  0.4245
35 H -1.62041 -5.26470 0.91563  0.3969
36 H -0.23276 -4.85722 -0.03611  0.3586
37 H -2.79423 -3.99997 -1.31993  0.5757
38 H -2.47680 -2.78645 1.28303  0.5532
39 H -3.93591 -3.63091 0.66632  0.3003
40 H -3.42459 -0.14580 1.14277  0.3048
41 H -3.87471 -1.44399 2.02299  0.5345
42 H -5.15387 -0.82821 0.95860  0.2479
43 H -0.34280 -2.51403 -0.79112  -0.3296
44 H -0.78904 -3.43684 -1.88869  0.2393
45 C -3.16469 2.74228 2.23428  -0.8960
46 C -2.46574 3.30691 3.43065  0.4445
47 C -2.29607 2.33679 4.63209  -0.5022
48 O -3.49244 2.14626 5.42421  -0.3492
49 C -3.28277 1.39530 6.61557  -0.7661
50 N -1.21731 3.75149 2.89228  -0.6815
51 H -2.65461 1.79773 2.04529  -0.3462
52 H -3.09477 3.19239 1.24402  0.4261
53 H -4.16612 2.39211 2.48452  0.4352
54 H -3.05779 4.10244 3.88313  0.3325
55 H -1.60192 2.71911 5.38049  0.3580
56 H -1.82070 1.41570 4.29487  0.2166
57 H -4.20545 1.05251 7.08381  0.2624
58 H -2.68824 2.00760 7.29359  0.3082
59 H -2.61709 0.54261 6.48182  0.3058
60 H -0.54938 4.02731 3.59788  0.2731
61 H -0.86740 2.95910 2.37286  0.2893
62 C 5.77228 0.24202 -3.34018  -1.4648
63 C 5.03601 0.20649 -1.96683  0.0072
64 C 5.79852 1.11723 -0.90896  -0.7296
65 O 5.77913 2.46703 -1.42147  -0.3040
66 C 6.52338 3.34847 -0.57530  -0.8754
67 N 3.61814 0.56216 -2.10737  0.1983
68 H 6.84391 0.04296 -3.34733  0.4218
69 H 5.60008 1.14424 -3.92707  0.3165
70 H 5.47808 -0.57170 -4.00306  0.3315
71 H 5.00295 -0.78480 -1.51476  0.4349
72 H 6.85514 0.85317 -0.86526  0.4563
73 H 5.26642 1.06833 0.04108  0.3783
74 H 6.38617 4.39013 -0.86549  0.2988
75 H 7.60826 3.27580 -0.65184  0.3107
76 H 6.10662 3.47966 0.42330  0.3297
77 H 3.62125 1.56961 -2.17902  0.2740
78 H 3.15281 0.40571 -1.22471  0.2970

Cartesian forces, eV/Å:
0.328 1.414 1.362
0.387 -2.553 -3.054
-0.064 1.262 0.169
0.052 -1.661 -1.217
-0.649 0.576 0.437
-1.619 3.189 -0.439
0.730 -1.413 -3.915
3.522 0.589 2.246
-2.711 -2.657 2.299
0.129 -0.487 -0.132
-1.712 0.056 -3.564
4.040 1.155 -0.246
-2.471 2.311 3.185
0.031 -3.870 1.528
0.291 0.322 0.932
1.895 -2.925 2.098
2.247 0.803 -3.199
-3.434 -1.066 -1.857
-0.597 3.330 2.088
0.366 3.471 -1.320
0.886 -0.127 0.275
-0.179 -0.829 0.435
-0.616 -1.305 0.255
-0.755 1.096 -1.587
0.611 -1.021 0.012
-1.173 -0.429 1.954
0.246 -0.591 1.087
-0.619 -1.352 0.659
-1.846 -0.896 0.168
1.813 -0.178 1.761
-0.202 1.516 -1.674
0.713 0.350 1.211
0.282 0.336 -0.193
0.170 0.106 -0.540
-0.152 0.584 0.484
-0.049 0.585 -0.186
0.429 -0.173 -0.650
-0.078 -0.411 0.681
0.355 -0.728 -0.033
-0.656 0.662 -0.577
-0.346 -0.754 0.036
0.260 0.296 -0.256
-0.131 0.293 0.742
0.141 0.667 -1.572
-0.758 -2.417 0.074
-0.730 0.575 0.996
-0.145 -0.064 0.769
-0.430 -0.783 -0.826
1.141 0.523 -0.420
0.548 0.329 0.329
0.262 -0.399 -0.120
-0.173 0.875 0.547
-0.310 0.413 -0.215
0.095 0.607 -0.277
0.603 0.678 -0.309
-0.384 -0.608 -0.136
-0.086 0.350 -0.324
-0.254 0.324 0.527
-0.195 -0.455 -0.508
0.162 -0.069 0.061
0.716 0.091 -0.261
-0.291 -0.834 -0.319
1.241 0.176 -0.018
-0.901 0.327 -2.050
0.438 0.314 1.062
-0.803 1.252 -0.659
0.538 1.142 0.266
0.255 0.459 0.870
-0.116 0.197 0.404
-0.843 -0.066 0.205
0.450 -0.278 -0.344
-0.053 -0.567 0.391
0.221 -0.004 0.295
-0.392 0.009 -1.018
0.081 -0.890 0.414
0.319 -1.110 0.511
-0.174 0.541 -0.252
0.110 -0.175 0.440